{
  "formula": "C2H3F3OSi",
  "method": "ωB97M-V/def2-TZVPD",
  "energy_ev": -20198.7430,
  "smiles": "O=C([SiH3])C(F)(F)F",
  "largest_force_ev_per_a": 2.94,
  "orbital_gap_ev": 9.9,
  "mol_weight_g_mol": 128.1,
  "e_homo_ev": -10.223,
  "elements": ["O", "C", "Si", "C", "F", "F", "F", "H", "H", "H"],
  "positions_angstrom": [[-2.048, -2.137, 0.078], [-1.769, -0.941, 0.023], [-0.070, 0.083, 0.329], [-2.893, 0.142, -0.148], [-3.898, -0.010, 0.761], [-3.337, 0.129, -1.388], [-2.397, 1.329, 0.065], [0.951, -0.733, 1.039], [0.159, 0.817, -1.024], [-0.365, 1.189, 1.227]],
  "mulliken_charge": [-0.46, 0.19, 0.41, 0.84, -0.26, -0.24, -0.25, -0.11, -0.04, -0.08]
}